C6H10N2O2S | ωB97M-V/def2-TZVPD

Calculated values
Molecular weight (g mol⁻¹): 174.2
SMILES: CC(C)[C@@H]1C(=O)NC(=O)N1S
E_HOMO (Ha): -0.3521
Total energy (eV): -24293.7674
ΔE to the lowest compared entry with this formula, charge and spin (kJ/mol): 196.92
Kohn-Sham gap (eV): 10.0
Largest force on an atom (Eh/bohr): 0.1166

Cartesian coordinates (Å):
C (-0.42, 0.82, 1.56)
C (-0.06, 0.52, 0.14)
C (1.39, 0.58, -0.11)
C (-0.74, -0.79, -0.19)
C (0.12, -2.11, 0.18)
O (0.41, -2.41, 1.32)
N (0.55, -2.75, -0.90)
C (0.15, -2.16, -2.12)
O (0.34, -2.63, -3.18)
N (-0.52, -1.05, -1.84)
S (-1.20, -0.07, -3.03)
H (-0.20, -0.06, 2.36)
H (-1.53, 0.73, 1.50)
H (0.13, 1.74, 1.97)
H (-0.58, 1.27, -0.44)
H (1.97, -0.17, 0.49)
H (1.81, 1.48, 0.23)
H (1.44, 0.32, -1.19)
H (-1.81, -0.89, -0.05)
H (1.01, -3.65, -0.96)
H (-2.59, -0.48, -2.77)

C6H10N2O4 | ωB97M-V/def2-TZVPD

Calculated values
Molecular weight (g mol⁻¹): 174.2
SMILES: O=CN1CCN(C=O)[C@@H](O)[C@H]1O
E_HOMO (Ha): -0.3620
Total energy (eV): -17553.7339
ΔE to the lowest compared entry with this formula, charge and spin (kJ/mol): 96.10
Kohn-Sham gap (eV): 10.4
Largest force on an atom (Eh/bohr): 0.0618

Cartesian coordinates (Å):
O (3.21, -0.69, -0.88)
C (2.41, -1.20, -0.13)
N (1.21, -0.64, 0.19)
C (0.24, -1.17, 1.11)
C (-1.10, -1.31, 0.40)
N (-1.43, -0.07, -0.39)
C (-2.74, 0.14, -0.60)
O (-3.61, -0.69, -0.40)
C (-0.45, 1.07, -0.28)
O (-0.67, 1.67, 0.94)
C (1.02, 0.65, -0.37)
O (1.72, 1.71, 0.21)
H (2.54, -2.17, 0.36)
H (0.20, -0.42, 1.87)
H (0.52, -2.05, 1.65)
H (-1.21, -2.06, -0.39)
H (-1.91, -1.46, 1.11)
H (-3.13, 1.10, -1.11)
H (-0.72, 1.87, -0.97)
H (0.00, 2.31, 0.92)
H (1.26, 0.65, -1.44)
H (2.49, 2.02, -0.23)

C6H10N2O5 | ωB97M-V/def2-TZVPD

Calculated values
Molecular weight (g mol⁻¹): 190.2
SMILES: N[C@@H](CC(=O)O)C(=O)NCC(=O)O
E_HOMO (Ha): -0.3659
Total energy (eV): -19601.8300
ΔE to the lowest compared entry with this formula, charge and spin (kJ/mol): 212.07
Kohn-Sham gap (eV): 10.4
Largest force on an atom (Eh/bohr): 0.0871

Cartesian coordinates (Å):
N (0.55, -2.35, -0.61)
C (0.84, -1.30, 0.40)
C (2.01, -0.42, -0.08)
C (2.34, 0.76, 0.87)
O (2.11, 1.89, 0.54)
O (2.87, 0.40, 2.06)
C (-0.32, -0.30, 0.41)
O (-0.39, 0.63, 1.24)
N (-1.27, -0.39, -0.60)
C (-2.48, 0.35, -0.54)
C (-2.79, 1.78, -0.91)
O (-3.83, 1.94, -1.40)
O (-1.91, 2.68, -0.65)
H (1.31, -3.10, -0.49)
H (0.82, -2.09, -1.54)
H (0.96, -1.73, 1.50)
H (2.95, -0.94, -0.41)
H (1.67, 0.06, -0.95)
H (3.18, 1.22, 2.57)
H (-1.31, -1.42, -0.77)
H (-2.77, 0.22, 0.47)
H (-3.21, -0.13, -1.15)
H (-1.34, 2.26, 0.04)

C6H10N2OS | ωB97M-V/def2-TZVPD

Calculated values
Molecular weight (g mol⁻¹): 158.2
E_HOMO (Ha): -0.2798
Total energy (eV): -22241.4054
ΔE to the lowest compared entry with this formula, charge and spin (kJ/mol): 617.50
Kohn-Sham gap (eV): 8.5
Largest force on an atom (Eh/bohr): 0.0912

Cartesian coordinates (Å):
C (3.49, -0.58, 0.07)
C (2.61, -1.41, -0.60)
C (2.66, 0.39, 0.67)
C (-0.67, 0.98, -0.97)
C (-2.99, -0.07, 0.84)
C (-0.46, 0.73, 0.44)
N (1.36, 0.03, 0.46)
N (1.34, -1.00, -0.28)
O (-1.14, -1.76, -0.16)
S (-1.34, -0.77, 1.00)
H (4.66, -0.66, -0.01)
H (2.66, -2.39, -1.17)
H (-1.46, 1.82, -1.14)
H (-1.27, 0.21, -1.66)
H (0.35, 1.16, -1.48)
H (-3.53, -0.31, 1.80)
H (-3.46, -0.63, 0.00)
H (-2.96, 0.91, 0.57)
H (2.87, 1.20, 1.34)
H (0.44, -1.46, -0.38)

C6H10N3 | ωB97M-V/def2-TZVPD

Calculated values
Molecular weight (g mol⁻¹): 124.2
E_HOMO (spin up / spin down) (Ha): -0.4813 / -0.4975
Total energy (eV): -10841.8019
ΔE to the lowest compared entry with this formula, charge and spin (kJ/mol): 623.37
Charge: +1
Kohn-Sham gap (spin up / spin down) (eV): 7.2 / 8.4
Largest force on an atom (Eh/bohr): 0.0673

Cartesian coordinates (Å):
C (0.95, 2.36, -1.56)
C (0.08, 1.43, -2.14)
C (1.20, 1.00, 0.29)
C (0.30, 0.09, -0.24)
C (-0.95, -0.77, -2.23)
C (-0.47, -1.41, 3.47)
N (1.49, 2.07, -0.40)
N (-0.12, 0.25, -1.55)
N (0.25, -1.47, 2.25)
H (1.07, 3.39, -2.05)
H (-0.23, 1.49, -3.15)
H (1.60, 1.03, 1.32)
H (-0.55, -0.91, -3.18)
H (-1.08, -1.84, -1.70)
H (-2.00, -0.36, -2.42)
H (-1.57, -1.48, 3.23)
H (-0.31, -0.31, 3.78)
H (-0.24, -2.14, 4.18)
H (0.57, -2.43, 2.11)

C6H10N3 | ωB97M-V/def2-TZVPD

Calculated values
Molecular weight (g mol⁻¹): 124.2
SMILES: C=c1n(C)nc(C)[n+]1=C
E_HOMO (spin up / spin down) (Ha): -0.4566 / -0.4559
Total energy (eV): -10844.7415
ΔE to the lowest compared entry with this formula, charge and spin (kJ/mol): 339.74
Charge: +1
Kohn-Sham gap (spin up / spin down) (eV): 6.7 / 6.6
Largest force on an atom (Eh/bohr): 0.0633

Cartesian coordinates (Å):
C (-1.50, -1.78, -0.18)
C (-0.68, -0.74, 0.01)
N (-1.05, 0.66, -0.07)
C (-2.42, 1.13, 0.09)
N (-0.03, 1.44, 0.13)
C (1.08, 0.75, 0.16)
C (2.40, 1.29, 0.20)
N (0.71, -0.68, -0.08)
C (1.53, -1.66, -0.16)
H (-1.19, -2.77, -0.24)
H (-2.63, -1.70, -0.26)
H (-2.98, 0.29, 0.34)
H (-2.36, 1.93, 0.82)
H (-2.76, 1.58, -0.87)
H (2.87, 1.39, 1.21)
H (2.23, 2.33, -0.31)
H (3.04, 0.69, -0.46)
H (2.56, -1.51, -0.33)
H (1.16, -2.65, 0.00)

C6H10N3O | ωB97M-V/def2-TZVPD

Calculated values
Molecular weight (g mol⁻¹): 140.2
E_HOMO (Ha): -0.4805
Total energy (eV): -12894.9020
ΔE to the lowest compared entry with this formula, charge and spin (kJ/mol): 167.85
Charge: +1
Kohn-Sham gap (eV): 9.1
Largest force on an atom (Eh/bohr): 0.0814

Cartesian coordinates (Å):
C (-2.27, 1.11, -0.74)
C (-1.77, 0.02, -1.47)
C (-2.01, 1.09, 0.59)
C (2.67, 0.57, -0.03)
C (-0.74, -0.95, 0.64)
C (-1.03, -0.95, -0.79)
N (-1.33, 0.12, 1.24)
N (2.64, -0.28, 0.90)
N (0.03, -1.73, 1.38)
O (2.55, 0.39, -1.33)
H (-2.77, 2.04, -1.21)
H (-2.05, -0.13, -2.57)
H (-2.37, 1.80, 1.34)
H (2.69, 1.68, 0.30)
H (-0.61, -1.83, -1.39)
H (2.62, -0.03, 1.89)
H (-1.34, 0.07, 2.27)
H (2.64, -0.52, -1.65)
H (0.15, -1.51, 2.35)
H (0.59, -2.48, 0.97)

C6H10N3O | ωB97M-V/def2-TZVPD

Calculated values
Molecular weight (g mol⁻¹): 140.2
E_HOMO (spin up / spin down) (Ha): -0.3640 / -0.5170
Total energy (eV): -12889.4388
2S+1: 3
ΔE to the lowest compared entry with this formula, charge and spin (kJ/mol): 73.28
⟨S²⟩: 2.01
Charge: +1
Kohn-Sham gap (spin up / spin down) (eV): 6.3 / 7.5
Largest force on an atom (Eh/bohr): 0.1015

Cartesian coordinates (Å):
C (-2.09, -0.41, 0.33)
C (-1.05, -0.58, 1.20)
C (-2.13, 0.64, -0.60)
C (0.26, 0.60, -1.46)
C (0.85, 0.17, 2.62)
C (1.87, -0.98, -2.47)
N (-0.16, 0.35, 1.57)
N (1.08, -0.23, -1.66)
N (-0.71, 1.33, -1.04)
O (-2.88, 0.95, -1.49)
H (-2.95, -1.06, 0.15)
H (-0.82, -1.59, 1.44)
H (1.38, -0.75, 2.72)
H (1.60, 1.10, 2.43)
H (0.42, 0.53, 3.60)
H (2.93, -0.70, -2.47)
H (1.91, -1.88, -1.92)
H (1.42, -1.15, -3.50)
H (-0.36, 1.32, 1.45)
H (-0.57, 2.32, -0.88)

C6H10N3O3 | ωB97M-V/def2-TZVPD

Calculated values
Molecular weight (g mol⁻¹): 172.2
SMILES: C/C(O)=C(/C1=[NH+]CCN1)[N+](=O)[O-]
E_HOMO (Ha): -0.5109
Total energy (eV): -16985.4314
ΔE to the lowest compared entry with this formula, charge and spin (kJ/mol): 361.18
Charge: +1
Kohn-Sham gap (eV): 9.6
Largest force on an atom (Eh/bohr): 0.1170

Cartesian coordinates (Å):
C (3.09, -1.43, -0.02)
C (1.63, -1.11, 0.06)
O (0.76, -2.06, -0.15)
C (1.07, 0.21, 0.06)
C (-0.70, 0.44, 0.02)
N (-1.49, -0.61, 0.09)
C (-2.84, -0.06, 0.22)
C (-2.71, 1.40, -0.23)
N (-1.36, 1.56, -0.08)
N (1.78, 1.39, 0.06)
O (1.10, 2.43, 0.01)
O (3.03, 1.26, 0.09)
H (3.33, -2.40, -0.30)
H (3.65, -0.68, -0.62)
H (3.54, -1.23, 0.88)
H (1.18, -2.86, 0.01)
H (-1.32, -1.64, 0.31)
H (-3.01, 0.00, 1.33)
H (-3.45, -0.73, -0.31)
H (-3.10, 1.51, -1.32)
H (-3.28, 2.12, 0.32)
H (-0.90, 2.47, -0.45)

C6H10N3S2 | ωB97M-V/def2-TZVPD

Calculated values
Molecular weight (g mol⁻¹): 188.3
E_HOMO (spin up / spin down) (Ha): -0.4705 / -0.4320
Total energy (eV): -32512.7566
ΔE to the lowest compared entry with this formula, charge and spin (kJ/mol): 450.99
Charge: +1
Kohn-Sham gap (spin up / spin down) (eV): 7.5 / 5.8
Largest force on an atom (Eh/bohr): 0.0939

Cartesian coordinates (Å):
C (-2.63, -2.75, 1.36)
C (-3.55, -2.28, 0.57)
C (-0.69, -1.02, -0.27)
C (0.88, 1.94, -1.70)
C (1.47, 1.52, 1.49)
C (1.07, 0.52, -1.24)
N (-1.71, -3.10, 1.96)
N (-0.32, -0.10, -1.07)
N (0.07, -1.52, 0.70)
S (-4.74, -1.76, -0.28)
S (2.14, 0.36, 0.26)
H (0.14, 2.49, -1.01)
H (0.32, 1.86, -2.66)
H (2.00, 2.33, -1.56)
H (1.61, 2.50, 1.13)
H (2.05, 1.21, 2.31)
H (0.45, 1.22, 1.77)
H (1.62, -0.12, -2.02)
H (-0.89, 0.26, -1.76)
H (-0.39, -2.07, 1.49)
H (1.11, -1.48, 0.54)